Here is the molecule C3H6O3S from the Open Molecules 2025 dataset. Energies are from ωB97M-V with the def2-TZVPD basis set.

The geometry in XYZ format:
```
13
Properties=species:S:1:pos:R:3:forces:R:3:mulliken_charge:R:1
C 2.25212 -0.42485 0.06309 0.7 1.6 -0.7 0.442
C -0.61931 0.14502 -0.62704 1.5 -0.1 1.4 -1.075
C 0.07266 0.26825 0.72864 0.0 2.7 -1.7 -0.350
O 4.41217 1.22624 0.28888 -0.6 -0.4 -0.2 -0.523
O 1.57429 -1.53123 -0.30081 0.0 0.0 0.7 -0.465
O 1.46273 0.51185 0.62574 2.5 -1.8 -0.2 -0.307
S 3.93551 -0.08050 -0.25496 -1.7 -0.7 0.5 0.227
H -0.72214 -0.85868 -0.90687 -0.1 -1.4 -0.7 0.276
H -1.54184 0.51564 -0.34047 -2.3 0.9 -0.5 0.420
H -0.09956 0.72674 -1.36882 -0.1 0.3 -0.3 0.322
H -0.22263 -0.45240 1.42798 0.0 -1.2 1.0 0.339
H -0.17239 1.27186 1.07030 -0.6 -0.2 0.6 0.337
H 1.73618 -1.98811 -1.13168 0.8 0.4 0.0 0.354
```
Positions in Å, forces in eV/Å.

As for the total charge: 0. As for the spin multiplicity: 1. The HOMO energy comes out at -8.058 eV. The LUMO energy comes out at 0.2 eV. The energy relative to the best compared isomer or geometry (same formula, charge and spin) is 1.558 eV.

Here is a cluster of 13 separate species, C16H59N25O13 in total from the Open Molecules 2025 dataset. Energies are from ωB97M-V with the def2-TZVPD basis set.

The geometry in XYZ format:
```
113
Properties=species:S:1:pos:R:3:forces:R:3:mulliken_charge:R:1
C -3.27774 -7.63666 -1.92353 0.5 -0.8 -1.0 -1.531
C -2.60823 -6.50814 -2.74866 -1.1 -0.8 2.3 0.628
C -3.42013 -6.08468 -4.01410 1.5 -0.6 -0.2 -0.779
O -3.61628 -7.19742 -4.92909 -1.3 0.6 1.5 -0.372
C -4.97103 -7.75178 -4.79346 1.2 -0.2 -0.5 -0.794
N -2.36713 -5.40698 -1.76710 -0.5 0.0 -0.7 -0.468
H -4.10268 -7.33216 -1.27946 -0.1 0.0 -0.3 0.290
H -2.54116 -8.18783 -1.33893 0.2 0.6 0.6 0.364
H -3.51207 -8.43688 -2.62555 -0.8 0.0 -0.1 0.424
H -1.64595 -6.97609 -2.95635 0.0 0.5 -1.0 0.156
H -2.75187 -5.33435 -4.43664 -0.1 -0.1 -0.8 0.392
H -4.36810 -5.56305 -3.88235 -0.1 -0.2 0.7 0.410
H -4.88944 -8.78398 -5.13405 -0.1 0.1 -0.4 0.275
H -5.67216 -7.17829 -5.39980 0.0 0.0 -0.1 0.319
H -5.37297 -7.84766 -3.78483 0.4 0.5 0.3 0.333
H -1.39027 -5.19600 -1.62101 0.1 0.0 -0.3 0.210
H -2.83235 -4.57069 -2.09001 0.1 0.4 0.1 0.147
C 1.33846 0.62730 1.13539 -0.5 1.1 0.0 0.780
O 2.22796 0.45810 1.90718 2.6 -0.4 2.3 -0.715
N 0.67426 -0.30006 0.53441 -2.1 -3.0 -2.3 -0.302
N 0.86032 1.83393 0.80658 0.7 2.2 0.5 -0.387
H 0.07657 0.10515 -0.17176 -0.2 -1.3 -0.2 0.112
H 0.96265 -1.26800 0.53876 -0.1 0.3 -0.2 0.177
H 1.25145 2.48767 1.46971 -0.7 0.8 -0.5 0.158
H 0.01464 1.97633 0.27306 0.2 0.3 0.5 0.172
C 7.47426 3.46491 1.20835 -1.4 0.7 -0.6 0.633
O 8.43418 3.24387 0.56558 4.0 -1.2 -1.6 -0.615
N 6.56285 2.59356 1.57508 -2.5 -3.9 0.8 -0.419
N 7.06447 4.66946 1.52250 -0.4 3.2 0.9 -0.357
H 5.60353 2.89096 1.68168 0.2 -0.2 0.2 0.178
H 6.64688 1.65277 1.21738 0.1 0.2 0.0 0.228
H 7.71959 5.42238 1.36747 -0.7 0.1 0.1 0.192
H 6.10121 4.72517 1.82105 0.5 1.1 0.3 0.164
C -0.83160 3.65726 -3.72846 -0.5 1.4 -1.8 0.773
O -0.54727 3.47750 -4.88274 1.9 0.1 -1.8 -0.649
N -0.60561 4.73309 -2.99369 1.4 3.1 1.7 -0.351
N -1.65405 2.84996 -3.14420 -2.4 -3.6 2.3 -0.354
H -0.11667 5.55146 -3.32731 -0.1 -0.5 -0.3 0.176
H -0.95196 4.81124 -2.04815 0.1 -0.1 -0.2 0.122
H -2.15459 3.11124 -2.30677 0.0 -0.5 -0.2 0.154
H -1.76199 1.96178 -3.61282 -0.5 0.2 0.4 0.149
C -4.55753 -1.31748 -1.20749 -2.0 0.6 -0.7 0.667
O -3.53882 -1.20040 -1.81879 2.0 0.2 -1.0 -0.628
N -5.77697 -1.31728 -1.77549 -2.0 -0.3 -2.8 -0.418
N -4.69792 -1.31437 0.09990 1.1 -0.1 2.6 -0.393
H -5.83910 -1.09432 -2.75861 0.2 -0.3 0.1 0.217
H -6.67868 -1.41573 -1.33127 0.6 0.2 0.3 0.147
H -5.49883 -1.79284 0.48683 0.6 0.3 0.6 0.209
H -3.80735 -1.13497 0.54125 -0.5 -0.6 0.9 0.191
C -3.45998 -4.01284 3.11419 -0.1 0.4 2.7 0.745
O -3.96046 -3.75731 4.19105 -0.9 0.2 0.7 -0.695
N -2.28052 -3.57231 2.76660 3.2 2.1 -0.1 -0.325
N -3.91513 -4.79425 2.19427 -2.5 -3.4 -3.5 -0.331
H -1.89292 -2.92345 3.43656 0.5 0.0 -0.6 0.155
H -1.82869 -3.90306 1.92604 0.3 0.6 0.5 0.112
H -3.32044 -4.93662 1.39041 -0.5 -0.3 0.0 0.104
H -4.60356 -5.51409 2.36161 0.0 0.4 0.2 0.220
C -4.31960 4.65525 1.17367 5.5 -1.5 -3.0 0.669
O -3.41111 4.12735 0.52376 0.0 -0.1 0.1 -0.689
N -5.49614 4.26594 1.29240 -7.8 -4.8 -0.4 -0.331
N -4.26335 5.74167 1.82186 2.5 6.7 3.5 -0.351
H -6.08894 4.78669 1.92289 -0.4 -1.1 -0.5 0.140
H -5.74438 3.35567 0.93200 -0.3 0.3 0.2 0.221
H -5.09891 6.04508 2.30131 0.9 0.6 0.0 0.119
H -3.40950 6.27367 1.91137 -0.3 -0.1 0.0 0.210
C 1.99731 8.16500 -0.23911 -2.2 1.0 0.4 0.667
O 0.94203 7.99221 0.29387 -2.2 -0.8 1.2 -0.646
N 3.14250 7.69598 0.09747 5.2 -4.1 2.8 -0.349
N 2.22209 8.99669 -1.20536 0.2 3.4 -4.3 -0.369
H 3.19596 6.85078 0.64782 -0.2 0.2 0.2 0.193
H 3.95345 7.83670 -0.48790 -0.2 -0.1 0.4 0.176
H 3.14163 8.89787 -1.61131 -0.7 0.9 -0.6 0.123
H 1.54011 9.64150 -1.57850 0.2 -0.4 0.1 0.205
C 2.11548 -4.82082 1.39790 -0.4 2.1 -2.0 0.687
O 1.97727 -4.35600 0.28705 0.2 0.4 -1.6 -0.641
N 1.93031 -6.06268 1.70826 -0.8 -4.8 0.1 -0.437
N 2.38451 -4.11152 2.45597 1.3 2.4 4.2 -0.414
H 1.68704 -6.33277 2.65059 0.1 -0.2 -0.4 0.189
H 1.71846 -6.68145 0.93863 -0.2 0.0 0.4 0.222
H 2.84908 -3.21511 2.48278 -0.4 0.0 -0.7 0.234
H 2.58465 -4.64707 3.28857 0.1 0.3 0.0 0.166
C -1.14379 0.37156 5.64204 -2.8 0.5 -0.1 0.645
O -1.68746 0.68238 4.61444 -0.5 0.8 -1.6 -0.612
N 0.09370 -0.01745 5.73599 4.7 -1.3 0.0 -0.375
N -1.79143 0.39968 6.82184 0.0 -0.2 1.1 -0.414
H 0.75258 0.16258 4.99197 -0.5 -0.2 -0.2 0.213
H 0.46931 -0.57844 6.48720 -0.3 0.3 0.0 0.174
H -1.24690 0.01392 7.57998 -1.0 0.4 0.4 0.144
H -2.77156 0.64346 6.82613 0.3 -0.4 0.3 0.228
C 4.46321 1.97958 -4.31763 -2.5 0.3 -2.6 0.750
O 3.87902 2.13924 -5.36308 -0.3 0.2 -1.9 -0.671
N 5.69753 1.73038 -4.15831 7.2 -1.3 -0.9 -0.381
N 3.85515 1.98553 -3.19500 -3.2 0.4 4.6 -0.357
H 6.24007 1.52432 -4.98492 0.0 0.2 0.2 0.217
H 6.17443 1.65321 -3.27134 -0.3 0.0 -0.3 0.140
H 4.41628 1.85460 -2.36549 -1.1 0.1 0.2 0.105
H 2.86151 2.15466 -3.25967 0.2 0.0 0.7 0.189
C 2.38107 -3.66975 -4.66834 0.3 2.7 -0.4 0.663
O 2.51607 -3.80617 -5.82652 -0.1 -0.4 -4.7 -0.635
N 2.69570 -4.54409 -3.79989 1.3 -5.0 4.6 -0.299
N 2.05839 -2.53799 -4.04408 -1.3 2.9 1.2 -0.318
H 3.16889 -5.40683 -4.02763 -0.3 0.3 -0.1 0.184
H 2.55343 -4.30301 -2.82946 0.3 -0.7 -0.1 0.123
H 2.12724 -2.54322 -3.03644 -0.2 0.6 -0.4 0.103
H 1.90473 -1.65551 -4.51067 0.0 -0.4 -0.1 0.188
C 2.83414 5.19146 4.66382 1.9 -0.1 -1.7 0.693
O 3.25445 4.97477 3.54817 0.2 -0.4 -1.3 -0.640
N 3.38164 5.96006 5.54722 2.4 3.6 2.7 -0.369
N 1.85608 4.59332 5.26123 -4.2 -3.3 0.0 -0.369
H 2.87394 5.96472 6.42032 1.2 0.6 0.1 0.129
H 4.25739 6.44451 5.41131 -0.5 0.0 0.0 0.207
H 1.40250 4.99747 6.06810 -0.2 -0.7 -0.5 0.178
H 1.52956 3.79688 4.73286 -0.9 0.2 0.5 0.170
```
Positions in Å, forces in eV/Å.

As for the total charge: 0. As for the spin multiplicity: 1. The HOMO energy comes out at -9.010 eV. The LUMO energy comes out at 0.0 eV. The energy relative to the best compared isomer or geometry (same formula, charge and spin) is 9.595 eV.

Here is the molecule C5H7N from the Open Molecules 2025 dataset. Energies are from ωB97M-V with the def2-TZVPD basis set.

The geometry in XYZ format:
```
13
Properties=species:S:1:pos:R:3:forces:R:3:mulliken_charge:R:1
H 1.86533 -1.11393 -0.08963 0.8 0.9 0.3 0.263
N 1.27603 -1.73396 -0.60379 -0.2 -0.6 -0.2 -0.616
C 0.08856 -1.62128 -0.19045 -0.3 -1.1 0.9 -0.083
C -0.37964 -0.59086 0.84080 0.7 0.8 -2.2 -0.622
C -0.58890 0.67335 -0.10460 0.5 0.7 1.1 -0.235
C 0.41619 1.18378 -1.10152 0.3 -0.4 -2.6 -0.387
C 0.17515 1.98883 -0.13261 -0.1 1.0 1.1 -0.280
H -0.57863 -2.39515 -0.60473 -0.4 0.7 0.1 0.381
H -1.38319 -0.73467 1.19963 -0.1 -0.6 0.6 0.287
H 0.38441 -0.49634 1.63174 -0.5 0.2 -0.3 0.315
H -1.64767 0.82773 -0.24990 -0.3 -0.3 -0.6 0.339
H 0.81585 1.07395 -2.18204 -0.7 0.0 2.3 0.300
H 0.20006 3.02835 0.27883 0.2 -1.4 -0.4 0.337
```
Positions in Å, forces in eV/Å.

As for the total charge: 0. As for the spin multiplicity: 1. Its structure (SMILES) is [H]/N=C\CC1C=C1. The HOMO energy comes out at -9.505 eV. The LUMO energy comes out at 1.2 eV. The energy relative to the best compared isomer or geometry (same formula, charge and spin) is 3.805 eV.